ORCA calculation (ωB97M-V/def2-TZVPD) on a molecular structure, C5H9NO in a non-equilibrium geometry.

XYZ file:
```
16
Properties=species:S:1:pos:R:3:forces:R:3:lowdin_charge:R:1
C 0.94807 -0.38303 1.18167 -0.422 -0.027 0.529 -0.01
C 1.14722 0.90193 -0.80686 0.342 0.499 -0.199 0.09
C 0.06868 0.12626 -1.45647 0.246 0.102 -0.521 -0.24
N -0.90090 0.43294 -0.46133 -0.975 -0.596 -0.043 -0.03
C -1.67765 -0.64219 0.11817 -0.104 -0.004 -0.043 -0.12
C 0.57872 1.02500 0.54024 1.399 0.012 0.672 -0.60
O 0.47728 1.97100 1.31240 -0.035 -0.126 -0.376 0.02
H 0.20621 -0.52650 1.97027 0.166 -0.127 0.053 0.08
H 1.92700 -0.22583 1.63883 -0.118 -0.010 -0.051 0.09
H 0.98776 -1.26735 0.53989 -0.039 0.287 -0.019 0.07
H 1.89866 1.54630 -1.27631 -0.359 -0.126 0.083 0.12
H -0.17051 0.67993 -2.37965 -0.103 -0.076 0.014 0.15
H 0.26412 -0.91956 -1.72793 -0.053 0.052 0.106 0.13
H -1.18624 -1.62634 0.14442 -0.073 0.190 -0.087 0.08
H -1.96872 -0.36757 1.13975 0.026 -0.018 -0.244 0.09
H -2.59971 -0.72498 -0.47710 0.102 -0.032 0.126 0.09
```
Positions in Å, forces in eV/Å.

Total charge: 0
F_max (eV/Å): 1.55
E_tot (eV): -8863.517
HOMO level (spin up / spin down) (eV): -8.7 / -8.8